Arrangement 1

Molecular formula: C5H13N2
Method: DFT, ωB97M-V with the def2-TZVPD basis set

Output
HOMO energy: -13.79 eV
SMILES: C=[N+](C)N(C)CC

ORCA input file:
```
! RIJCOSX wB97M-V def2-TZVPD def2/J DEFGRID3
* xyz 1 1
N 0.2611 -0.5797 0.2876
N -1.1809 0.1963 -0.1463
C 1.9558 1.2686 0.2601
C -1.0707 1.3368 -0.6733
C -2.4196 -0.3757 0.4361
C 0.2317 -1.9778 0.2710
C 1.4862 -0.0007 -0.4126
H 1.2136 0.1577 -1.4582
H -3.1794 0.3363 0.1288
H 2.3208 1.2112 1.2345
H 1.0416 -2.1387 1.0089
H -2.1124 -0.3633 1.4706
H 1.3897 2.2286 0.0883
H -0.1139 1.6460 -1.0672
H -2.5444 -1.3086 -0.1460
H -0.5869 -2.5285 0.6360
H 0.6606 -2.5997 -0.5708
H 2.3390 -0.6955 -0.3419
H 2.8378 1.5611 -0.2231
H -2.0605 1.8358 -0.9329
*
```

natural (NBO) charges in e:
1. N -0.206
2. N -0.103
3. C -0.644
4. C 0.032
5. C -0.417
6. C -0.470
7. C -0.259
8. H 0.205
9. H 0.235
10. H 0.243
11. H 0.255
12. H 0.258
13. H 0.207
14. H 0.236
15. H 0.248
16. H 0.237
17. H 0.204
18. H 0.259
19. H 0.242
20. H 0.236


Arrangement 2

Molecular formula: C5H13N2
Method: DFT, ωB97M-V with the def2-TZVPD basis set

Output
HOMO energy: -13.97 eV
SMILES: C=C(CCN)[NH2+]C

ORCA input file:
```
! RIJCOSX wB97M-V def2-TZVPD def2/J DEFGRID3
* xyz 1 1
N -0.9864 -0.3481 -0.0798
N 0.7952 -0.9700 1.5639
C -0.0420 0.5846 -0.7471
C 1.0775 1.1873 0.2486
C -1.8699 -1.2422 -0.8687
C 0.1504 0.6854 -2.1130
C 0.9031 0.5373 1.6408
H 1.0564 -1.2195 2.5686
H 0.0809 0.8576 2.1817
H -1.3415 -2.2557 -1.0341
H 2.0696 1.0248 -0.2720
H -1.6193 0.0916 0.5109
H 1.4997 -1.2304 0.8690
H 0.9686 2.2793 0.4099
H -0.4028 -0.8475 0.6794
H 1.7671 0.7524 2.2331
H -2.8013 -1.4283 -0.2693
H -0.0834 0.1522 -3.0629
H 0.9449 1.3767 -2.2657
H -2.1155 -0.8415 -1.9006
*
```

natural (NBO) charges in e:
1. N -0.586
2. N -0.848
3. C 0.135
4. C -0.458
5. C -0.440
6. C -0.370
7. C -0.243
8. H 0.420
9. H 0.198
10. H 0.236
11. H 0.248
12. H 0.415
13. H 0.387
14. H 0.260
15. H 0.461
16. H 0.223
17. H 0.241
18. H 0.255
19. H 0.220
20. H 0.247


Which of them is most stable? Easy: arrangement 2.


Arrangement 1

Molecular formula: C5H13N2
Method: DFT, ωB97M-V with the def2-TZVPD basis set

Output
HOMO energy: -14.26 eV

ORCA input file:
```
! RIJCOSX wB97M-V def2-TZVPD def2/J DEFGRID3
* xyz 1 1
N -0.5049 -1.3450 2.2211
N 0.5233 -0.2743 -0.1103
C -0.1534 0.7786 -0.4357
C 1.7669 -0.5973 -0.5980
C -0.3650 -1.6841 0.9386
C -1.5991 0.9149 -0.1162
C 0.3721 1.8053 -1.2711
H 0.5313 1.3347 -2.2291
H -0.2528 2.5751 -1.6258
H 2.3620 -1.0356 0.3495
H 0.3601 -2.4167 0.8907
H 2.4220 0.2622 -0.9968
H -1.9464 1.9222 -0.0577
H -1.9844 0.2484 0.7427
H -1.2802 -1.7624 0.3269
H 1.2887 2.1488 -0.9274
H 1.6934 -1.4827 -1.2541
H -1.3161 -0.6762 2.2673
H -2.0997 0.6824 -1.0820
H 0.1822 -1.3983 2.9674
*
```

natural (NBO) charges in e:
1. N -0.746
2. N -0.374
3. C 0.414
4. C -0.454
5. C 0.071
6. C -0.670
7. C -0.712
8. H 0.261
9. H 0.257
10. H 0.217
11. H 0.207
12. H 0.236
13. H 0.263
14. H 0.206
15. H 0.228
16. H 0.257
17. H 0.239
18. H 0.397
19. H 0.268
20. H 0.435


Arrangement 2

Molecular formula: C5H13N2
Method: DFT, ωB97M-V with the def2-TZVPD basis set

Output
HOMO energy: -11.79 eV
SMILES: CN/C=C/CC[NH3+]

ORCA input file:
```
! RIJCOSX wB97M-V def2-TZVPD def2/J DEFGRID3
* xyz 1 1
N 1.4159 -0.7857 1.8715
N -1.9669 0.9691 -0.9805
C 1.6847 0.4845 -0.2375
C 2.1384 -0.7625 0.5422
C -2.9852 -0.0908 -0.9916
C 0.2220 0.7783 -0.0292
C -0.6407 0.5572 -1.0152
H 1.8264 -1.6596 -0.0023
H 2.2615 1.3452 0.1123
H -2.4978 -1.0620 -1.0522
H 1.3103 0.1747 2.1954
H 0.4670 -1.1194 1.7105
H 1.8661 0.2826 -1.2869
H 1.8072 -1.3833 2.5960
H -2.3332 1.8782 -1.1865
H -0.3598 -0.0343 -1.8641
H -3.6014 -0.0183 -0.0997
H -3.6465 -0.1031 -1.8584
H 3.1859 -0.8266 0.7877
H -0.1538 1.3757 0.7884
*
```

natural (NBO) charges in e:
1. N -0.673
2. N -0.685
3. C -0.454
4. C -0.206
5. C -0.410
6. C -0.334
7. C 0.085
8. H 0.227
9. H 0.232
10. H 0.194
11. H 0.442
12. H 0.449
13. H 0.254
14. H 0.447
15. H 0.412
16. H 0.170
17. H 0.202
18. H 0.203
19. H 0.231
20. H 0.216


Which of them is most stable? Easy: arrangement 2.


Arrangement 1

Molecular formula: C5H13N2
Method: DFT, ωB97M-V with the def2-TZVPD basis set

Output
HOMO energy: -13.35 eV
SMILES: C=C(N)C[C@@H](C)[NH3+]

ORCA input file:
```
! RIJCOSX wB97M-V def2-TZVPD def2/J DEFGRID3
* xyz 1 1
N -0.8777 0.8280 -1.6308
N 0.5383 -1.4789 -0.8306
C 1.0709 -1.3428 1.5558
C -0.9346 -0.1556 0.6573
C -0.6546 1.1278 -0.0774
C 0.2632 -1.0976 0.5449
C 0.6463 1.8338 0.2590
H -1.8678 0.6178 -1.7040
H -1.8590 -0.7274 0.4632
H 0.5321 2.8808 0.5361
H 0.9758 1.3411 1.1468
H 0.9643 -0.9527 2.5803
H 1.4257 -1.9714 -0.8402
H 1.4270 1.8288 -0.4887
H -1.4886 1.8293 0.0256
H -0.7320 1.6525 -2.2097
H -0.1187 -2.2543 -0.9663
H -0.3426 -0.0563 -1.7759
H -0.9287 0.1292 1.7219
H 2.0336 -1.9186 1.4807
*
```

natural (NBO) charges in e:
1. N -0.723
2. N -0.871
3. C -0.417
4. C -0.497
5. C -0.001
6. C 0.143
7. C -0.661
8. H 0.423
9. H 0.243
10. H 0.249
11. H 0.247
12. H 0.226
13. H 0.398
14. H 0.243
15. H 0.221
16. H 0.440
17. H 0.382
18. H 0.473
19. H 0.262
20. H 0.222


Arrangement 2

Molecular formula: C5H13N2
Method: DFT, ωB97M-V with the def2-TZVPD basis set

Output
HOMO energy: -11.78 eV
SMILES: CN/C=C/CC[NH3+]

ORCA input file:
```
! RIJCOSX wB97M-V def2-TZVPD def2/J DEFGRID3
* xyz 1 1
N -1.8036 -1.3873 -1.0897
N 0.7078 0.2070 2.0758
C 0.9876 -0.3231 -0.4249
C 0.2780 -0.0217 -1.8534
C 0.9937 1.4928 2.7351
C -1.2389 -0.2266 -2.0396
C 0.6108 0.4003 0.6380
H 1.9417 1.4379 3.3481
H 0.7705 -0.8674 -2.4836
H 1.8509 -0.9935 -0.3899
H -0.9931 -2.0147 -0.8036
H 0.0739 1.2672 0.4588
H 1.2719 2.2895 2.0726
H 0.3016 1.0319 -2.3127
H -2.0415 -1.0040 -0.2535
H -1.4925 -0.5361 -3.0706
H 0.4001 -0.7659 2.4289
H -2.4022 -2.0483 -1.6929
H 0.0702 1.8933 3.1904
H -1.8673 0.6421 -1.7259
*
```

natural (NBO) charges in e:
1. N -0.715
2. N -0.666
3. C -0.348
4. C -0.467
5. C -0.428
6. C -0.196
7. C 0.050
8. H 0.229
9. H 0.234
10. H 0.243
11. H 0.445
12. H 0.154
13. H 0.216
14. H 0.257
15. H 0.437
16. H 0.236
17. H 0.427
18. H 0.465
19. H 0.204
20. H 0.224


Arrangement 3

Molecular formula: C5H13N2
Method: DFT, ωB97M-V with the def2-TZVPD basis set

Output
HOMO energy: -13.02 eV
SMILES: C=C(N)C[C@@H](C)[NH3+]

ORCA input file:
```
! RIJCOSX wB97M-V def2-TZVPD def2/J DEFGRID3
* xyz 1 1
N 1.2492 -1.3480 0.1322
N 0.4877 0.4700 -1.7957
C 0.3625 -0.6342 1.1627
C -0.9537 -1.3601 1.2721
C -0.4173 0.9195 -0.7714
C 0.2054 0.8160 0.6393
C -1.3261 1.8221 -1.0632
H -0.7259 -2.3568 1.6682
H 1.0395 -1.0705 -0.8630
H -1.4031 -1.5021 0.2877
H 1.3947 0.9299 -1.8745
H 1.2624 -2.3499 0.3196
H -2.0810 2.2384 -0.4285
H 1.1306 1.3905 0.4926
H 0.0942 0.5173 -2.7305
H 2.1671 -0.9098 0.2330
H 0.9545 -0.5383 2.0752
H -0.4660 1.3169 1.3203
H -1.4042 2.3858 -2.0003
H -1.5706 -0.7369 1.9240
*
```

natural (NBO) charges in e:
1. N -0.721
2. N -0.894
3. C -0.026
4. C -0.634
5. C 0.117
6. C -0.458
7. C -0.375
8. H 0.227
9. H 0.474
10. H 0.235
11. H 0.384
12. H 0.439
13. H 0.219
14. H 0.228
15. H 0.406
16. H 0.429
17. H 0.227
18. H 0.254
19. H 0.218
20. H 0.253


Arrangement 4

Molecular formula: C5H13N2
Method: DFT, ωB97M-V with the def2-TZVPD basis set

Output
HOMO energy: -14.91 eV
SMILES: CCN1C[N+]1(C)C

ORCA input file:
```
! RIJCOSX wB97M-V def2-TZVPD def2/J DEFGRID3
* xyz 1 1
N -0.7226 0.1042 -0.7519
N -0.7237 0.0152 0.6765
C 0.5579 0.6658 -1.3916
C -0.6949 -1.2030 -0.0570
C 1.3681 -0.4768 -2.0314
C 0.4475 0.4254 1.5122
C -1.9960 0.4526 1.3435
H -1.5949 -1.7250 -0.0851
H 1.9469 -1.1274 -1.3184
H 0.2846 -0.0520 2.3964
H 0.3874 1.5117 1.7057
H -2.1193 -0.1192 2.1757
H 1.3725 0.1744 1.1529
H 0.6850 -1.2038 -2.4923
H -3.0040 0.1874 0.7897
H -2.0887 1.6167 1.5229
H 1.1610 1.1752 -0.5874
H 0.1933 1.2927 -2.1366
H 0.3149 -1.7662 -0.0423
H 2.0647 0.0326 -2.7073
*
```

natural (NBO) charges in e:
1. N -0.200
2. N -0.090
3. C -0.232
4. C -0.057
5. C -0.637
6. C -0.408
7. C -0.431
8. H 0.232
9. H 0.208
10. H 0.233
11. H 0.243
12. H 0.222
13. H 0.233
14. H 0.228
15. H 0.264
16. H 0.262
17. H 0.206
18. H 0.233
19. H 0.237
20. H 0.253


Which of them is most stable? Easy: arrangement 1.


Arrangement 1

Molecular formula: C3HN3O2
Method: DFT, ωB97M-V with the def2-TZVPD basis set

Output
HOMO energy: -11.15 eV
SMILES: N#CN=C=O.N=C=O

ORCA input file:
```
! RIJCOSX wB97M-V def2-TZVPD def2/J DEFGRID3
* xyz 0 1
O -0.6843 1.0245 2.1521
O 2.5711 2.8467 0.6164
N 0.6690 -0.3513 -2.1729
N -1.4663 0.0977 0.1266
N 1.6100 0.9356 -0.3204
C 2.0573 1.9693 0.0854
C -1.0240 0.5044 1.1612
C 1.1133 0.2413 -1.2929
H -1.4181 -0.7007 -0.5007
*
```

natural (NBO) charges in e:
1. O -0.528
2. O -0.428
3. N -0.347
4. N -0.779
5. N -0.599
6. C 0.940
7. C 0.852
8. C 0.435
9. H 0.455


Arrangement 2

Molecular formula: C3HN3O2
Method: DFT, ωB97M-V with the def2-TZVPD basis set

Output
HOMO energy: -11.23 eV

ORCA input file:
```
! RIJCOSX wB97M-V def2-TZVPD def2/J DEFGRID3
* xyz 0 1
O -4.8272 0.7352 -0.1222
O -0.5519 3.2353 0.0054
N -3.1247 -2.2752 0.2898
N 0.7559 1.2848 -0.1195
N -4.0643 -1.4351 0.2839
C -4.3743 -0.3250 -0.0141
C -0.0444 2.1949 -0.0095
C -2.3253 -3.0619 0.2145
H 0.3447 0.3751 -0.4156
*
```

natural (NBO) charges in e:
1. O -0.451
2. O -0.486
3. N -0.321
4. N -0.767
5. N -0.362
6. C 0.877
7. C 0.844
8. C 0.258
9. H 0.409


Arrangement 3

Molecular formula: C3HN3O2
Method: DFT, ωB97M-V with the def2-TZVPD basis set

Output
HOMO energy: -11.32 eV
SMILES: N#CN=C=O.N=C=O

ORCA input file:
```
! RIJCOSX wB97M-V def2-TZVPD def2/J DEFGRID3
* xyz 0 1
O -0.6497 -0.8083 1.5475
O 2.4938 -1.5727 -0.8757
N 1.6969 0.5335 -0.2950
N 0.0937 2.2865 0.2458
N -2.4033 -0.5696 -0.0114
C -1.5084 -0.6319 0.7898
C 1.9673 -0.5917 -0.5968
C 0.8113 1.4173 0.0054
H -2.5016 -0.0632 -0.8096
*
```

natural (NBO) charges in e:
1. O -0.520
2. O -0.433
3. N -0.584
4. N -0.333
5. N -0.766
6. C 0.871
7. C 0.931
8. C 0.419
9. H 0.416


Which of them is most stable? Easy: arrangement 1.